1.
The following is a DFT calculation (wB97M-V/def2-TZVPD) of the molecule H3PS.

Values from the calculation:
* LUMO energy: -0.44 eV
* gap between HOMO and LUMO: 8.73 eV
* HOMO level: -9.16 eV

Geometry as XYZ:
```
5
Properties=species:S:1:pos:R:3:mulliken_charge:R:1
P 0.7503 0.2631 0.7766 -0.013
S -0.5987 -1.2763 -0.6114 -0.305
H -0.2611 0.6905 1.7418 0.095
H 0.2467 1.1458 -0.0627 0.074
H -0.1372 -0.8232 -1.8442 0.149
```

=====

2.
The following is a DFT calculation (wB97M-V/def2-TZVPD) of a structure of composition C38H32Br4FN3O3SiV.

Values from the calculation:
* net charge: -2
* LUMO energy (spin up / spin down): 4.14 / 4.14 eV
* gap between HOMO and LUMO (spin up / spin down): 4.40 / 5.85 eV
* <S²>: 3.79
* 2S+1: 4
* HOMO level (spin up / spin down): -0.26 / -1.71 eV

Geometry as XYZ:
```
83
Properties=species:S:1:pos:R:3:mulliken_charge:R:1
V -0.2955 -0.4066 -0.1734 0.497
Br -6.3102 -3.3325 1.7851 -0.257
C -4.4553 -3.1512 1.4469 0.356
C -3.5956 -4.2049 1.6860 0.160
Br -4.2618 -5.8417 2.3774 -0.249
C -2.2315 -4.0367 1.4732 0.202
Br -1.0027 -5.4375 1.8325 -0.249
C -1.6728 -2.8186 1.0642 -0.495
O -0.4399 -2.6023 0.9749 -0.248
C -2.5921 -1.7381 0.7424 -0.207
O -2.0941 -0.6492 0.2832 0.304
C -3.9458 -1.9405 0.9697 -0.284
Br -5.1021 -0.4811 0.6010 -0.198
C -2.7920 0.9631 -3.5738 -1.364
C -2.2632 0.2424 -4.6543 -0.527
C -1.2801 -0.6791 -4.4212 -1.140
C -0.7831 -0.8679 -3.0997 0.209
N -1.2659 -0.1043 -2.0723 0.596
C -2.2552 0.7312 -2.3096 -0.672
C 0.1412 -1.8591 -2.7100 0.696
C 0.6183 -2.8894 -3.5654 -1.086
C 1.3794 -3.9040 -3.0643 -0.570
C 1.7355 -3.8723 -1.7052 -1.315
C 1.2873 -2.8100 -0.9358 -0.201
N 0.5005 -1.8458 -1.3827 1.059
H -3.5747 1.6935 -3.7158 0.428
H -2.6319 0.4125 -5.6598 0.388
H -0.8802 -1.2713 -5.2314 0.367
H -2.6482 1.2596 -1.4497 1.036
H 0.3323 -2.8861 -4.6053 0.346
H 1.7071 -4.7183 -3.6977 0.384
H 2.3333 -4.6545 -1.2668 0.435
H 1.5859 -2.7447 0.1011 0.357
C -0.1978 1.2132 4.6581 -1.838
Si -0.6495 0.1604 3.0860 0.783
C -1.1575 -1.4933 3.9556 -1.389
C -2.2389 1.1169 2.5802 -0.744
N 0.5218 0.0218 1.8196 0.302
C 1.8511 0.2099 1.9439 -0.017
C 2.4955 0.4873 3.1745 -0.577
C 3.8343 0.7802 3.2978 -0.926
C 4.6628 0.7659 2.1914 -0.837
C 4.1045 0.4279 0.9683 -0.628
C 2.7531 0.1732 0.8329 0.590
O 2.2655 -0.2422 -0.4075 0.422
C 2.9255 0.1039 -1.5537 -0.082
C 3.3454 -0.9114 -2.4167 -0.319
C 3.8731 -0.6064 -3.6561 -0.660
C 4.0229 0.7128 -4.0487 -0.608
C 3.6634 1.7262 -3.1742 -0.822
C 3.1263 1.4315 -1.9358 0.231
H -1.1103 1.4980 5.1777 0.452
H 0.3270 2.1268 4.3930 0.386
H 0.4161 0.6681 5.3714 0.462
H -1.5615 -1.2996 4.9492 0.468
H -0.3172 -2.1774 4.0584 0.298
H -1.9267 -2.0053 3.3850 0.285
H -3.1253 0.6164 2.9599 0.568
H -2.3435 1.1974 1.5046 -0.250
H -2.2476 2.1246 2.9851 0.456
H 1.8987 0.4655 4.0641 0.423
H 4.2311 1.0242 4.2764 0.366
H 5.7158 0.9876 2.2776 0.384
H 4.7432 0.3561 0.0965 0.484
H 3.2411 -1.9400 -2.1106 0.469
H 4.1630 -1.4046 -4.3255 0.425
H 4.4135 0.9471 -5.0283 0.382
H 3.7819 2.7586 -3.4759 0.386
H 2.8282 2.2259 -1.2698 0.394
F -2.8158 6.2575 1.2454 -0.388
C -2.1354 5.1350 0.8351 0.485
C -1.2636 4.5113 1.7103 -0.718
C -0.5597 3.4092 1.2767 -0.107
C -0.6902 2.9054 -0.0338 -0.901
C 0.1192 1.7932 -0.4783 -0.799
C -1.5811 3.5866 -0.8862 -0.100
C -2.3047 4.6818 -0.4599 -1.009
H -1.1481 4.8968 2.7143 0.412
H 0.1242 2.9149 1.9525 0.499
H 1.0580 1.8141 0.0714 0.512
H 0.2887 1.8362 -1.5574 0.700
H -1.6794 3.2620 -1.9133 0.518
H -2.9877 5.1940 -1.1241 0.420
```

=====

Values for F_max, eV Å⁻¹, ordered as above
2.8, 1.9